Entry from the OMol25 dataset: a 2-piece molecular cluster, C6H10O5PS overall (ωB97M-V with the def2-TZVPD basis set).

Structure (XYZ):
```
23
Properties=species:S:1:pos:R:3
C -2.751 -2.109 1.178
C 2.056 -1.024 -0.364
C 0.622 -0.695 -0.051
C 0.287 0.354 1.012
C -1.803 1.405 0.427
C -2.262 0.839 -0.901
O -3.229 -1.454 2.001
O -2.248 -2.854 0.460
O -3.858 -0.563 -2.413
O -1.600 1.254 -2.060
O -1.010 0.628 1.405
P -3.468 -0.355 -0.929
S -3.198 2.007 1.528
H 2.325 -1.660 -1.184
H 2.722 -0.262 -0.391
H 2.508 -1.556 0.499
H 0.108 -1.605 0.231
H 0.094 -0.555 -1.083
H 0.841 -0.159 1.799
H 0.926 1.243 0.927
H -1.253 2.287 0.107
H -2.072 0.814 -2.749
H -3.351 0.993 2.204
```

Summary:
Net charge: -1
Lowest unoccupied orbital energy (eV): 3.22
E_HOMO (eV): -2.98
Orbital gap (eV): 6.20


Entry from the OMol25 dataset: C24H53Cl2N10O2Pr as an isolated structure (ωB97M-V with the def2-TZVPD basis set).

Structure (XYZ):
```
92
Properties=species:S:1:pos:R:3
Pr 0.009 0.660 -0.887
C 1.421 -3.014 -4.035
N 0.786 -1.708 -3.960
C 1.375 -0.618 -4.662
C -0.460 -1.646 -3.489
N -0.965 -0.563 -2.883
C -2.305 -0.159 -3.189
C -2.674 1.063 -2.296
N -2.294 0.925 -0.837
C -2.947 -0.364 -0.282
C -2.128 -1.358 0.600
N -0.665 -1.396 0.641
C -0.167 -2.308 1.507
N 1.119 -2.621 1.297
C 1.768 -3.637 2.058
C 1.895 -2.061 0.247
N -0.847 -2.844 2.625
C -1.833 -3.975 2.543
C -0.633 -2.168 3.942
C -2.609 2.055 0.052
C -1.699 2.179 1.261
N -0.350 2.510 0.910
C 0.298 3.373 1.763
N 1.027 4.385 1.214
C 2.308 4.776 1.803
C 0.648 5.078 0.049
N 0.142 3.216 3.097
C -0.142 1.974 3.768
C 0.213 4.367 4.012
N -1.212 -2.754 -3.730
C -2.207 -3.305 -2.847
C -1.043 -3.475 -5.005
H 0.940 -3.762 -3.418
H 2.443 -2.940 -3.657
H 1.523 -3.402 -5.084
H 2.263 -0.291 -4.075
H 1.645 -0.813 -5.655
H 0.598 0.194 -4.492
H -3.085 -0.871 -3.028
H -2.310 0.129 -4.255
H -3.812 1.179 -2.270
H -2.172 1.940 -2.767
H -3.337 -1.024 -1.045
H -3.862 -0.119 0.330
H -2.559 -2.304 0.229
H -2.569 -1.239 1.637
H 1.213 -3.900 2.972
H 2.746 -3.178 2.392
H 1.992 -4.547 1.495
H 2.265 -0.993 0.829
H 1.281 -1.694 -0.527
H 2.730 -2.629 -0.053
H -1.784 -4.278 1.529
H -2.830 -3.697 2.834
H -1.554 -4.831 3.156
H 0.481 -1.988 3.925
H -0.924 -2.828 4.776
H -1.198 -1.220 3.875
H -3.629 1.937 0.485
H -2.493 2.953 -0.525
H -1.865 1.310 1.912
H -2.111 2.970 1.955
H 2.248 5.888 1.973
H 3.169 4.528 1.227
H 2.440 4.371 2.834
H 1.348 4.805 -0.817
H 0.751 6.161 0.207
H -0.350 4.783 -0.188
H 0.182 1.137 3.115
H -1.192 1.963 4.088
H 0.391 1.954 4.733
H 0.338 5.225 3.396
H 1.051 4.138 4.655
H -0.835 4.451 4.427
H -2.233 -2.760 -1.898
H -2.042 -4.390 -2.647
H -3.188 -3.270 -3.288
H -0.438 -2.888 -5.753
H -1.973 -3.702 -5.533
H -0.549 -4.432 -4.808
Cl 3.556 1.999 -2.360
C 2.557 2.900 -3.400
Cl 0.685 2.776 -2.798
H 2.542 2.425 -4.413
H 2.803 3.958 -3.422
C 3.572 0.135 3.835
O 3.123 -0.740 2.723
C 2.643 -0.146 1.680
O 2.590 1.043 1.407
H 4.669 0.238 3.889
H 3.184 -0.284 4.747
H 3.103 1.084 3.623
```

Summary:
Net charge: +2
<S²>: 2.0150
2S+1: 3
Lowest unoccupied orbital energy (spin up / spin down) (eV): -5.95 / -5.74
E_HOMO (spin up / spin down) (eV): -9.93 / -9.98
Orbital gap (spin up / spin down) (eV): 3.98 / 4.24


Entry from the OMol25 dataset: C17H31DyN2S as an isolated structure (ωB97M-V with the def2-TZVPD basis set).

Structure (XYZ):
```
52
Properties=species:S:1:pos:R:3
C 1.699 2.745 -1.262
H 2.517 3.396 -0.931
H 2.026 2.242 -2.180
H 1.549 1.978 -0.494
C 0.420 3.553 -1.506
H -0.389 2.874 -1.807
H 0.098 4.020 -0.567
C 0.603 4.633 -2.577
H -0.320 5.200 -2.738
H 1.387 5.343 -2.287
H 0.897 4.189 -3.536
C -0.942 -1.821 -0.532
C -1.646 -1.094 -1.576
C -0.682 -0.741 -2.520
C 0.584 -1.364 -2.159
C 0.408 -2.103 -0.991
C 1.376 -3.027 -0.334
C 1.822 -1.279 -2.990
C -0.894 0.055 -3.765
C -3.111 -0.822 -1.614
C -1.610 -2.520 0.607
Dy -0.044 0.063 -0.442
H 2.707 -1.571 -2.428
H 1.755 -1.933 -3.863
H 1.994 -0.269 -3.364
H 2.407 -2.774 -0.577
H 1.287 -3.003 0.751
H 1.210 -4.061 -0.651
H -2.450 -1.946 0.996
H -1.994 -3.492 0.287
H -0.923 -2.693 1.434
H -3.345 0.052 -2.219
H -3.657 -1.669 -2.039
H -3.516 -0.642 -0.619
H -0.071 0.746 -3.953
H -0.968 -0.595 -4.640
H -1.808 0.646 -3.717
S 1.895 -0.090 1.402
C 0.964 -0.244 2.726
N -0.450 -0.145 2.652
C -1.233 -0.409 3.840
C -0.586 0.323 5.010
C 0.834 -0.236 5.242
N 1.586 -0.364 4.004
H -0.914 0.164 1.786
H -1.227 -1.499 4.060
H -2.283 -0.086 3.681
H -1.181 0.220 5.940
H -0.527 1.402 4.745
H 0.790 -1.238 5.721
H 1.357 0.458 5.934
H 2.596 -0.567 4.060
```

Summary:
Net charge: +2
<S²>: 9.3667
2S+1: 6
Lowest unoccupied orbital energy (spin up / spin down) (eV): -7.41 / -7.42
E_HOMO (spin up / spin down) (eV): -15.62 / -15.63
Orbital gap (spin up / spin down) (eV): 8.20 / 8.21


Entry from the OMol25 dataset: an isolated ion of composition C6H18NSi and charge +1 (ωB97M-V with the def2-TZVPD basis set).

Structure (XYZ):
```
26
Properties=species:S:1:pos:R:3
C 2.127 0.798 0.760
C 1.662 -0.531 0.261
N 0.567 -0.477 -0.759
C 0.127 -1.785 -1.144
C 1.239 0.179 -1.932
C -0.693 0.411 -0.209
Si -1.708 -0.168 1.437
C -3.151 1.043 1.245
H 3.016 1.262 0.308
H 1.417 1.662 0.879
H 2.529 0.664 1.827
H 1.180 -1.019 0.986
H 2.487 -1.081 -0.054
H -0.270 -2.269 -0.255
H -0.723 -1.751 -1.934
H 0.852 -2.409 -1.719
H 2.109 -0.415 -2.187
H 0.552 0.310 -2.885
H 1.521 1.184 -1.508
H -1.486 0.323 -0.980
H -0.241 1.419 -0.159
H -1.418 -1.583 1.336
H -1.244 0.247 2.837
H -4.190 0.676 1.634
H -2.943 1.935 1.891
H -3.320 1.374 0.324
```

Summary:
Net charge: +1
Structure (SMILES): CC[N+](C)(C)C[SiH2]C
Lowest unoccupied orbital energy (eV): -2.51
E_HOMO (eV): -14.54
Orbital gap (eV): 12.03


Entry from the OMol25 dataset: a 2-piece molecular cluster, C5H14N2 overall (ωB97M-V with the def2-TZVPD basis set).

Structure (XYZ):
```
21
Properties=species:S:1:pos:R:3
C 0.298 0.206 0.641
C -0.514 -0.511 -0.331
C 2.363 -0.890 -0.502
C 0.110 1.659 0.970
C -1.418 0.129 -1.350
N 1.164 -0.076 -0.637
N -1.854 -0.734 1.340
H 1.161 0.476 -1.486
H 0.628 -0.402 1.478
H -0.453 -1.591 -0.359
H -2.612 -0.085 1.555
H -2.159 -1.661 1.638
H 3.287 -0.310 -0.525
H 2.467 -1.658 -1.274
H 2.354 -1.403 0.460
H 1.026 2.067 1.404
H -0.157 2.252 0.097
H -0.707 1.698 1.688
H -2.425 -0.237 -1.157
H -1.444 1.217 -1.290
H -1.114 -0.147 -2.361
```

Summary:
Lowest unoccupied orbital energy (eV): 0.74
E_HOMO (eV): -6.35
Orbital gap (eV): 7.09


Entry from the OMol25 dataset: a 2-piece molecular cluster, C3H7O3 overall (ωB97M-V with the def2-TZVPD basis set).

Structure (XYZ):
```
13
Properties=species:S:1:pos:R:3
O 1.469 1.423 1.529
C 0.975 0.879 0.522
O 1.570 0.172 -0.344
C -0.540 1.052 0.338
C -1.261 -0.199 0.870
H -0.849 1.945 0.895
H -0.872 1.210 -0.691
H -2.183 -0.357 0.315
H -0.626 -1.077 0.702
H -1.501 -0.128 1.936
H 1.483 -1.176 -1.403
H 0.996 -1.729 -2.762
O 1.338 -2.017 -1.907
```

Summary:
Net charge: -1
Lowest unoccupied orbital energy (eV): 4.17
E_HOMO (eV): -4.33
Orbital gap (eV): 8.50


So what do the calculations give for DFT total energy? Going down the list: -36745.5235 -83838.3319 -56015.1868 -15873.0366 -8387.8642 -9368.9586 eV.